Record 1
# C12H38ClO11

8 unconnected molecules or ions with the total composition C12H38ClO11 (wB97M-V/def2-TZVPD, the Open Molecules 2025 dataset).

As for the net charge: -1. For the relative energy (zero: lowest compared OMol25 entry of this formula, charge and spin), the calculation gives 15.02 kcal per mole. The LUMO energy comes out at 2.8258 eV.

```
62
Properties=species:S:1:pos:R:3:forces:R:3
Cl 0.114 -0.061 0.064 -0.2 -0.5 -1.6
O -0.871 0.875 -0.396 -0.2 0.2 -0.3
O 1.433 0.457 -0.130 0.8 0.4 -0.1
O -0.086 -0.297 1.454 -0.3 -0.7 1.1
O 0.017 -1.293 -0.736 -0.4 0.5 0.8
O 0.601 2.638 2.858 -0.1 -0.2 0.0
H 0.461 2.207 3.713 0.1 0.1 0.0
H 0.586 1.904 2.231 0.0 0.1 0.0
O -2.088 -2.959 2.609 0.2 -0.1 0.0
H -2.229 -3.583 1.888 0.0 0.2 -0.1
H -1.505 -2.288 2.227 -0.1 0.0 0.0
O -2.619 -2.650 -0.885 0.1 0.1 -0.2
H -2.900 -2.966 -1.750 0.0 0.0 0.1
H -1.853 -2.076 -1.067 0.0 -0.1 0.3
C 2.546 -2.857 1.056 0.7 -0.6 0.7
C 3.915 -2.230 1.299 0.0 0.5 -0.8
C 4.945 -2.727 0.271 0.5 -0.4 0.8
O 3.861 -0.802 1.162 -0.2 -0.3 0.2
H 2.179 -2.583 0.069 -0.3 0.1 0.1
H 1.857 -2.621 1.867 -0.2 0.4 -0.3
H 2.665 -3.944 1.108 -0.1 0.0 -0.2
H 4.271 -2.410 2.315 -0.1 -0.2 0.0
H 4.832 -2.140 -0.635 0.0 -0.1 -0.2
H 4.904 -3.804 0.074 -0.4 0.1 -0.1
H 5.956 -2.601 0.671 0.0 0.4 -0.2
H 3.024 -0.585 0.725 0.1 0.3 0.0
C 0.042 -0.816 5.045 -1.1 -1.0 -0.6
C 1.225 -0.002 5.431 0.9 0.3 -0.2
C 2.326 -0.044 4.378 0.4 0.9 -0.3
O 0.866 1.391 5.555 0.0 -0.1 0.1
H 0.243 -1.892 5.003 0.3 0.1 0.3
H -0.302 -0.610 4.027 0.1 0.4 0.1
H -0.819 -0.685 5.706 0.1 0.1 0.1
H 1.629 -0.327 6.396 0.0 -0.1 0.0
H 3.048 0.757 4.572 0.0 -0.2 0.3
H 1.958 0.228 3.386 -0.3 -0.3 0.1
H 2.900 -0.963 4.277 -0.3 -0.3 0.2
H 0.385 1.501 6.380 -0.1 0.0 -0.1
C -4.874 2.204 -2.397 0.1 -0.7 -0.4
C -3.546 2.379 -1.719 1.1 1.0 0.7
C -2.797 3.607 -2.249 -0.2 0.4 -1.0
O -3.725 2.543 -0.311 -0.7 0.0 0.0
H -5.604 3.006 -2.304 0.2 0.2 0.4
H -5.299 1.262 -2.041 -0.3 0.1 -0.1
H -4.640 2.097 -3.460 -0.2 -0.1 0.0
H -2.961 1.465 -1.863 0.0 0.0 -0.2
H -3.375 4.502 -2.000 0.0 0.0 0.2
H -2.718 3.621 -3.343 -0.1 -0.3 0.1
H -1.767 3.753 -1.921 -0.1 -0.3 0.5
H -2.870 2.609 0.124 0.2 -0.2 -0.2
C 0.298 -0.090 -4.014 -0.2 -0.2 -0.1
C -0.312 1.085 -4.766 -0.1 -0.3 0.8
C -0.358 0.965 -6.264 -0.1 0.4 -0.9
O -1.657 1.289 -4.296 0.1 -0.2 -0.3
H 0.429 0.169 -2.964 0.4 0.1 0.0
H 1.226 -0.413 -4.487 0.1 0.1 0.3
H -0.370 -0.957 -3.971 -0.1 0.1 -0.4
H 0.256 1.982 -4.484 0.1 0.0 -0.2
H 0.603 1.016 -6.783 0.2 0.0 0.5
H -0.919 1.831 -6.631 -0.1 -0.2 -0.1
H -0.831 0.058 -6.647 -0.2 0.0 0.4
H -1.706 0.873 -3.428 -0.1 0.2 0.0
```
Positions in Å, forces in eV/Å.

How is the electron density shared among the atoms? According to natural (NBO), the charges in e are:
1 Cl 2.56
2 O -0.87
3 O -0.88
4 O -0.88
5 O -0.90
6 O -0.97
7 H 0.48
8 H 0.48
9 O -0.96
10 H 0.47
11 H 0.49
12 O -0.96
13 H 0.46
14 H 0.50
15 C -0.64
16 C 0.10
17 C -0.63
18 O -0.75
19 H 0.23
20 H 0.22
21 H 0.20
22 H 0.15
23 H 0.22
24 H 0.19
25 H 0.20
26 H 0.49
27 C -0.64
28 C 0.09
29 C -0.64
30 O -0.74
31 H 0.22
32 H 0.24
33 H 0.20
34 H 0.15
35 H 0.22
36 H 0.23
37 H 0.21
38 H 0.47
39 C -0.62
40 C 0.10
41 C -0.64
42 O -0.74
43 H 0.20
44 H 0.21
45 H 0.21
46 H 0.16
47 H 0.20
48 H 0.21
49 H 0.22
50 H 0.48
51 C -0.64
52 C 0.09
53 C -0.62
54 O -0.74
55 H 0.24
56 H 0.21
57 H 0.20
58 H 0.16
59 H 0.20
60 H 0.21
61 H 0.20
62 H 0.48

---

Record 2
# C47H64AuGeNO3PSSi

A molecular structure, C47H64AuGeNO3PSSi (wB97M-V/def2-TZVPD, the Open Molecules 2025 dataset).

As for the net charge: +1. For the relative energy (zero: lowest compared OMol25 entry of this formula, charge and spin), the calculation gives 0.00 kcal per mole. The LUMO energy comes out at -3.8908 eV.

```
120
Properties=species:S:1:pos:R:3:forces:R:3
Au 0.197 -0.635 -0.208 0.0 0.0 0.0
C 4.031 4.370 2.080 0.0 0.0 0.0
Si 2.684 3.282 2.774 0.0 0.0 0.0
C 1.009 4.043 2.498 0.0 0.0 0.0
C 2.974 2.900 4.575 0.0 0.0 0.0
C 2.845 1.624 1.838 0.0 0.0 -0.1
C 4.087 0.991 1.791 0.0 0.0 0.0
C 4.304 -0.203 1.104 0.0 0.0 0.0
C 3.252 -0.770 0.424 0.0 0.0 0.0
N 2.059 -0.169 0.447 0.0 0.0 0.0
C 1.838 0.961 1.145 0.0 0.0 0.0
S 0.105 1.276 1.014 0.0 0.0 0.0
H 4.052 5.328 2.604 0.0 0.0 0.0
H 3.867 4.574 1.020 0.0 0.0 0.0
H 5.019 3.917 2.187 0.0 0.0 0.0
H 0.951 4.970 3.074 0.0 0.0 0.0
H 0.195 3.400 2.836 0.0 0.0 0.0
H 0.837 4.299 1.451 0.0 0.0 0.0
H 2.879 3.809 5.173 0.0 0.0 0.0
H 3.972 2.495 4.754 0.0 0.0 0.0
H 2.245 2.177 4.949 0.0 0.0 0.0
H 4.926 1.440 2.313 0.0 0.0 0.0
H 5.272 -0.681 1.098 0.0 0.0 0.0
H 3.327 -1.692 -0.136 0.0 0.0 0.0
O -3.758 -1.436 -0.200 0.1 0.0 0.0
C -2.574 -1.636 -0.113 0.0 0.1 0.1
O -1.737 -0.680 -0.559 0.0 -0.1 0.0
C -2.031 -2.961 0.402 0.0 0.0 0.0
C -1.090 -2.975 1.611 -0.1 0.0 0.0
Ge -1.724 -2.301 3.357 0.0 0.0 0.0
C -0.273 -2.780 4.569 0.0 0.0 0.0
C -0.498 -3.530 5.721 0.0 0.0 0.0
C 0.552 -3.861 6.569 0.0 0.0 0.0
C 1.842 -3.446 6.276 0.0 0.0 0.0
C 2.084 -2.698 5.130 0.0 0.0 0.0
C 1.032 -2.371 4.287 0.0 0.0 0.0
C -1.970 -0.367 3.452 0.0 0.0 0.0
C -2.952 0.282 2.702 0.0 0.0 0.0
C -3.122 1.658 2.794 0.0 0.0 0.0
C -2.329 2.400 3.659 0.0 0.0 0.0
C -1.366 1.763 4.430 0.0 0.0 0.0
C -1.186 0.390 4.323 0.0 0.0 0.0
C -3.374 -3.204 3.835 0.0 0.0 0.0
C -3.573 -4.547 3.515 0.0 0.0 0.0
C -4.742 -5.200 3.880 0.0 0.0 0.0
C -5.729 -4.513 4.574 0.0 0.0 0.0
C -5.545 -3.178 4.900 0.0 0.0 0.0
C -4.374 -2.528 4.532 0.0 0.0 0.0
H -1.526 -3.431 -0.445 0.0 0.0 0.0
H -2.917 -3.554 0.626 0.0 0.0 0.0
H -0.126 -2.503 1.401 0.0 0.0 0.0
H -0.829 -4.019 1.808 0.0 0.0 0.0
H -1.502 -3.860 5.960 0.0 0.0 0.0
H 0.361 -4.443 7.462 0.0 0.0 0.0
H 2.659 -3.703 6.938 0.0 0.0 0.0
H 3.090 -2.370 4.900 0.0 0.0 0.0
H 1.235 -1.773 3.400 0.0 0.0 0.0
H -3.608 -0.279 2.048 0.0 0.0 -0.1
H -3.886 2.146 2.203 0.0 0.0 0.0
H -2.473 3.470 3.743 0.0 0.0 0.0
H -0.763 2.333 5.127 0.0 0.0 0.0
H -0.434 -0.096 4.934 0.0 0.0 0.0
H -2.808 -5.099 2.978 0.0 0.0 0.0
H -4.883 -6.242 3.624 0.0 0.0 0.0
H -6.642 -5.020 4.858 0.0 0.0 0.0
H -6.314 -2.641 5.440 0.0 0.0 0.0
H -4.245 -1.481 4.784 0.0 0.0 0.0
O 0.604 -2.331 -1.344 -0.1 -0.1 0.0
P 0.924 -3.083 -2.642 0.0 0.0 0.1
C -0.617 -3.885 -3.209 0.0 0.0 0.1
C -1.800 -2.888 -3.187 0.0 -0.1 0.0
C -2.116 -2.242 -4.531 0.0 0.0 0.0
C -2.368 -3.303 -5.589 0.0 0.0 0.0
C -1.111 -4.139 -5.775 0.0 0.0 0.0
C -0.621 -4.780 -4.474 0.0 0.0 0.0
C 2.262 -4.252 -2.184 0.0 0.0 0.0
C 2.390 -5.554 -2.996 0.0 0.0 0.0
C 1.431 -6.655 -2.540 0.0 0.0 0.0
C 1.535 -6.916 -1.041 0.0 0.0 0.0
C 1.293 -5.630 -0.258 0.0 0.0 0.0
C 2.290 -4.556 -0.674 0.0 0.0 0.0
C 1.575 -1.916 -3.872 -0.1 0.1 0.0
C 2.219 -2.573 -5.104 0.0 0.0 0.0
C 2.961 -1.510 -5.910 0.0 0.0 0.0
C 4.182 -0.982 -5.140 0.0 0.0 0.0
C 3.988 -1.106 -3.622 0.0 0.0 0.0
C 2.531 -0.871 -3.236 0.0 0.0 0.0
H -0.762 -4.557 -2.353 0.0 0.0 0.0
H -1.642 -2.122 -2.433 0.0 0.1 0.0
H -2.686 -3.445 -2.866 0.0 0.0 0.0
H -1.290 -1.600 -4.859 0.0 0.0 0.0
H -2.982 -1.591 -4.408 0.0 0.0 0.0
H -2.659 -2.848 -6.537 0.0 0.0 0.0
H -3.202 -3.939 -5.273 0.0 0.0 0.0
H -0.338 -3.505 -6.216 0.0 0.0 0.0
H -1.285 -4.942 -6.493 0.0 0.0 0.0
H 0.359 -5.226 -4.646 -0.1 0.0 0.0
H -1.291 -5.615 -4.248 0.0 0.0 0.0
H 3.146 -3.638 -2.401 0.0 0.0 0.0
H 3.416 -5.911 -2.864 0.0 0.0 0.0
H 2.277 -5.367 -4.065 0.0 0.0 0.0
H 1.644 -7.564 -3.104 0.0 0.0 0.0
H 0.400 -6.382 -2.775 0.0 0.0 0.0
H 2.533 -7.297 -0.802 0.0 0.0 0.0
H 0.824 -7.689 -0.745 0.0 0.0 0.0
H 1.382 -5.809 0.816 0.0 0.0 0.0
H 0.269 -5.277 -0.429 0.0 0.0 0.0
H 3.300 -4.908 -0.440 0.0 0.0 0.0
H 2.125 -3.645 -0.100 0.0 0.0 0.0
H 0.667 -1.391 -4.190 0.1 0.0 -0.1
H 1.457 -3.051 -5.717 0.0 0.0 0.0
H 2.923 -3.356 -4.806 0.0 0.0 0.0
H 2.265 -0.694 -6.125 0.0 0.0 0.0
H 3.266 -1.913 -6.876 0.0 0.0 0.0
H 4.363 0.060 -5.408 0.0 0.0 0.0
H 5.076 -1.536 -5.434 0.0 0.0 0.0
H 4.630 -0.397 -3.097 0.0 0.0 0.0
H 4.305 -2.100 -3.293 0.0 0.0 0.0
H 2.235 0.121 -3.587 0.0 0.0 0.0
H 2.412 -0.847 -2.152 0.0 0.0 0.0
```
Positions in Å, forces in eV/Å.

Mulliken population analysis, charges in e, atoms 1 to 99:
1 Au 0.63
2 C -1.12
3 Si 0.18
4 C -0.49
5 C -1.06
6 C 0.19
7 C -0.07
8 C -1.63
9 C 0.16
10 N -0.09
11 C 0.73
12 S -0.41
13 H 0.36
14 H 0.33
15 H 0.34
16 H 0.39
17 H -0.30
18 H 0.36
19 H 0.37
20 H 0.36
21 H 0.31
22 H 0.37
23 H 0.51
24 H 0.44
25 O -0.71
26 C 0.93
27 O -1.00
28 C 1.03
29 C -0.56
30 Ge 2.59
31 C -0.37
32 C -0.41
33 C -0.70
34 C -0.51
35 C -0.79
36 C -0.16
37 C 0.07
38 C 0.04
39 C -0.83
40 C -0.41
41 C -0.61
42 C -0.57
43 C 0.08
44 C -0.48
45 C -0.68
46 C -0.50
47 C -0.63
48 C -0.59
49 H -1.57
50 H 0.73
51 H -0.68
52 H 0.52
53 H 0.41
54 H 0.42
55 H 0.39
56 H 0.44
57 H 0.48
58 H 0.40
59 H 0.44
60 H 0.41
61 H 0.47
62 H 0.32
63 H 0.33
64 H 0.41
65 H 0.38
66 H 0.41
67 H 0.38
68 O -0.72
69 P 0.69
70 C 1.47
71 C -0.67
72 C -0.54
73 C -1.05
74 C -0.57
75 C -1.26
76 C 1.46
77 C -1.62
78 C -0.24
79 C -1.45
80 C 0.04
81 C -1.05
82 C 0.00
83 C -0.23
84 C -1.05
85 C -0.81
86 C -0.74
87 C 0.35
88 H 0.29
89 H -0.33
90 H 0.72
91 H 0.12
92 H 0.47
93 H 0.51
94 H 0.35
95 H 0.04
96 H 0.51
97 H 0.00
98 H 0.56
99 H -0.31

---

Record 3
# C42H47BN2O9

3 unconnected molecules or ions with the total composition C42H47BN2O9 (wB97M-V/def2-TZVPD, the Open Molecules 2025 dataset).

As for the net charge: 0. The LUMO energy comes out at -1.0909 eV.

```
101
Properties=species:S:1:pos:R:3:forces:R:3
C 1.679 -2.297 4.896 -0.2 -0.2 0.0
C 2.723 -1.111 4.610 0.3 -0.4 1.1
C 2.305 0.292 5.291 -0.9 0.2 -0.9
C 2.412 1.526 4.243 -0.5 -1.1 -0.4
C 1.139 1.390 3.266 0.1 0.6 0.8
C 1.032 2.550 2.168 0.1 -0.3 -0.4
C 1.592 2.109 0.712 -0.4 -0.3 0.3
C 0.564 1.020 0.112 -0.2 1.4 1.3
O 1.187 0.124 -0.857 -1.2 -1.8 0.5
C 0.214 -0.873 -1.155 -3.9 1.4 -2.9
O -0.886 -0.500 -1.636 3.7 -1.2 1.9
N 0.422 -2.317 -0.994 1.6 2.0 2.1
C 1.860 -2.709 -1.116 0.8 -1.2 -0.5
C 2.577 -2.226 -2.467 1.6 -1.8 0.7
O 3.855 -1.624 -2.054 -0.8 -0.3 0.1
C 3.006 -3.471 -3.440 -0.3 1.6 -0.4
N 2.161 -3.396 -4.680 -0.2 -0.4 0.9
B -0.115 -2.619 0.401 -1.6 -0.4 0.4
O 0.708 -3.075 1.488 -0.7 1.2 -1.3
O -1.525 -2.481 0.591 3.0 -0.3 0.9
C -1.916 -2.488 1.985 -2.2 0.8 1.4
C -1.532 -1.111 2.757 -0.5 -1.0 -0.6
H 1.948 -2.878 5.845 -0.4 0.9 -1.2
H 0.597 -1.917 5.009 1.7 -0.5 -0.2
H 1.675 -3.068 4.048 0.1 1.1 1.2
H 3.715 -1.425 5.103 -1.3 0.4 -1.1
H 2.900 -1.042 3.487 -0.2 0.3 1.4
H 2.839 0.504 6.271 -0.5 -0.4 -1.3
H 1.179 0.203 5.523 1.7 0.2 -0.1
H 2.414 2.542 4.758 0.0 -1.3 -0.7
H 3.349 1.398 3.595 -1.1 0.4 1.1
H 0.204 1.459 3.936 1.3 -0.2 -1.0
H 1.168 0.331 2.837 -0.1 1.5 0.3
H 1.611 3.466 2.554 -0.9 -1.3 -0.7
H -0.077 2.841 2.066 1.7 -0.3 0.1
H 1.639 3.020 0.011 -0.1 -1.4 1.0
H 2.644 1.683 0.819 -1.4 0.4 -0.2
H -0.306 1.631 -0.327 1.2 -1.3 0.4
H 0.158 0.346 0.955 0.6 1.2 -1.1
H 2.513 -2.403 -0.230 -0.9 -0.1 -1.2
H 1.883 -3.862 -1.130 -0.2 1.7 0.2
H 1.960 -1.533 -3.122 1.0 -0.4 1.2
H 4.339 -2.309 -1.534 -0.6 0.8 -0.7
H 4.080 -3.285 -3.764 -1.3 -0.3 0.6
H 2.949 -4.478 -2.916 -0.2 1.2 -0.8
H 2.315 -2.503 -5.180 0.1 -0.7 0.6
H 1.189 -3.366 -4.337 0.5 -0.1 -0.6
H 1.286 -2.368 1.841 -0.2 -0.7 -0.4
H -1.598 -3.415 2.566 0.0 1.3 -1.0
H -3.070 -2.504 1.989 1.7 -0.1 -0.3
H -1.680 -0.277 1.997 0.5 -1.0 1.0
H -2.272 -0.889 3.612 1.3 -0.6 -1.2
H -0.470 -1.219 3.146 -1.4 0.6 -0.5
O 6.513 2.731 -6.396 -0.2 -0.1 -0.2
C 5.626 2.309 -7.117 0.7 0.3 0.5
C 5.747 2.401 -8.590 0.1 0.1 -0.3
C 6.895 2.956 -9.154 0.1 0.0 -0.2
C 7.034 3.011 -10.536 -0.1 -0.1 0.2
C 6.028 2.510 -11.360 -0.1 0.0 0.2
C 4.874 1.972 -10.801 0.2 0.1 -0.2
C 4.728 1.922 -9.415 0.3 0.1 -0.2
C 3.488 1.363 -8.830 -0.7 -0.3 -0.6
O 2.576 0.995 -9.550 0.2 0.1 0.2
C 3.376 1.253 -7.358 -0.1 -0.1 0.3
C 2.227 0.695 -6.795 -0.1 -0.1 0.2
C 2.127 0.556 -5.415 0.1 0.0 -0.2
C 3.172 0.973 -4.593 0.1 0.1 -0.1
C 4.312 1.542 -5.150 -0.2 -0.1 0.1
C 4.414 1.689 -6.534 -0.3 -0.2 0.2
H 7.685 3.343 -8.518 -0.2 -0.1 0.1
H 7.930 3.439 -10.973 -0.1 0.0 0.1
H 6.142 2.542 -12.438 0.0 0.0 0.1
H 4.092 1.589 -11.447 0.0 0.0 0.2
H 1.412 0.364 -7.430 0.2 0.1 -0.1
H 1.234 0.119 -4.979 0.0 0.1 0.0
H 3.096 0.856 -3.517 0.0 0.0 -0.1
H 5.120 1.868 -4.504 0.0 0.0 -0.2
O -5.244 1.774 4.512 -0.2 -0.2 0.1
C -6.163 1.065 4.887 0.7 0.5 -0.3
C -6.699 1.194 6.262 -0.1 0.1 0.3
C -6.161 2.149 7.125 0.0 0.1 0.2
C -6.685 2.303 8.403 0.0 -0.1 -0.2
C -7.748 1.507 8.823 0.0 -0.1 -0.2
C -8.275 0.542 7.972 0.0 0.1 0.2
C -7.747 0.379 6.691 0.1 0.2 0.3
C -8.303 -0.663 5.798 -0.7 -0.6 0.3
O -9.182 -1.410 6.192 0.2 0.2 -0.1
C -7.781 -0.778 4.418 0.1 -0.1 -0.3
C -8.321 -1.732 3.554 0.0 -0.1 -0.2
C -7.860 -1.826 2.246 0.0 0.1 0.2
C -6.859 -0.967 1.796 0.0 0.1 0.2
C -6.309 -0.025 2.657 0.0 -0.1 -0.2
C -6.765 0.068 3.973 -0.1 -0.2 -0.3
H -5.337 2.776 6.801 -0.1 -0.1 -0.1
H -6.269 3.050 9.072 0.0 -0.1 -0.1
H -8.164 1.636 9.817 0.0 0.0 -0.1
H -9.099 -0.079 8.307 0.1 0.0 -0.2
H -9.104 -2.400 3.898 0.1 0.2 0.1
H -8.284 -2.565 1.575 0.0 0.1 0.1
H -6.507 -1.035 0.772 0.0 0.0 0.1
H -5.528 0.638 2.300 -0.1 0.0 0.2
```
Positions in Å, forces in eV/Å.

Mulliken population analysis, charges in e, atoms 1 to 99:
1 C -0.89
2 C -0.25
3 C -0.65
4 C -0.83
5 C 0.71
6 C -0.84
7 C -0.60
8 C 0.24
9 O -0.12
10 C 0.12
11 O -0.62
12 N 0.24
13 C -0.63
14 C 1.05
15 O -0.60
16 C -0.75
17 N -0.73
18 B 0.53
19 O -0.46
20 O -0.48
21 C -0.28
22 C -0.41
23 H 0.37
24 H 0.20
25 H 0.14
26 H 0.41
27 H 0.15
28 H 0.39
29 H 0.27
30 H 0.37
31 H 0.26
32 H 0.24
33 H -0.63
34 H 0.36
35 H 0.34
36 H 0.38
37 H 0.26
38 H 0.21
39 H -0.53
40 H 0.29
41 H 0.16
42 H -0.27
43 H 0.35
44 H 0.34
45 H 0.34
46 H 0.30
47 H 0.31
48 H 0.24
49 H 0.25
50 H 0.29
51 H 0.27
52 H 0.43
53 H -0.23
54 O -0.67
55 C 0.52
56 C 0.21
57 C -0.55
58 C -0.47
59 C -0.46
60 C -0.56
61 C 0.22
62 C 0.56
63 O -0.67
64 C 0.39
65 C -0.89
66 C -0.47
67 C -0.32
68 C -0.94
69 C 0.37
70 H 0.46
71 H 0.39
72 H 0.40
73 H 0.46
74 H 0.46
75 H 0.57
76 H 0.52
77 H 0.46
78 O -0.70
79 C 0.58
80 C 0.19
81 C -0.56
82 C -0.46
83 C -0.46
84 C -0.56
85 C 0.25
86 C 0.57
87 O -0.67
88 C 0.24
89 C -0.58
90 C -0.47
91 C -0.53
92 C -0.58
93 C 0.19
94 H 0.47
95 H 0.40
96 H 0.40
97 H 0.46
98 H 0.47
99 H 0.40

---

HOMO level per entry: -7.3, -10.9, -9.2 eV
Calculated total energy per entry: -1767.6720, -5351.3677, -2440.1838 a.u.
Max |F| per entry: 1.7, 0.2, 5.1 eV/A